{"formula": "C5H6N2O2", "method": "ωB97M-V with the def2-TZVPD basis set", "species": ["C", "C", "C", "C", "C", "N", "N", "O", "O", "H", "H", "H", "H", "H", "H"], "xyz": [[0.998, 1.320, -0.527], [-0.301, 1.016, -0.635], [1.844, 0.132, -0.612], [-1.155, -1.480, 0.034], [-0.548, -0.475, -0.965], [1.339, -0.975, -0.757], [-1.365, -1.132, 1.326], [-1.407, -2.576, -0.385], [-0.900, -0.639, -2.230], [1.292, 2.365, -0.180], [-0.949, 1.798, -0.773], [2.956, 0.237, -0.402], [-1.080, -0.242, 1.849], [-1.681, -2.011, 1.908], [-1.346, -1.468, -2.293]], "mulliken_charge": [-0.142, -1.176, -0.098, 0.415, 1.170, -0.636, -0.430, -0.624, -0.508, 0.326, 0.457, 0.339, 0.249, 0.281, 0.378], "relative_energy_ev": 2.692, "total_charge": 0, "lumo_energy_ev": 0.44, "gap_ha": 0.34260}